a | Formula: C6H14O
Source: the Open Molecules 2025 dataset
Level of theory: ωB97M-V/def2-TZVPD

The geometry in XYZ format:
```
21
Properties=species:S:1:pos:R:3:lowdin_charge:R:1
C 0.4810 2.1946 0.7041 -0.08
C -0.3016 -1.5597 0.5629 -0.20
C 0.6522 -1.4662 -0.5902 -0.22
C -0.6091 -0.0911 1.0345 -0.18
C 1.0277 0.0285 -0.7463 -0.15
C 0.6885 0.6587 0.6868 -0.37
H -0.2267 2.5106 -0.0807 0.08
H 1.4461 2.6999 0.5317 0.07
H 0.0864 2.5145 1.6832 0.08
H -1.2297 -2.1448 0.4158 0.11
H 0.2915 -2.0619 1.3512 0.11
H 0.3467 -1.9848 -1.5193 0.11
H 1.5966 -1.9273 -0.2423 0.11
H -0.8030 0.0566 2.1144 0.12
H -1.3926 0.4546 0.4742 0.10
H 0.4901 0.5552 -1.5581 0.10
H 2.1130 0.1420 -0.9325 0.11
H 1.4049 0.3322 1.4679 0.14
O -2.1808 -0.0037 -1.9983 -0.08
H -2.3947 -0.9625 -2.0555 0.06
H -1.4866 0.0545 -1.3034 -0.01
```

Results
SMILES   CC1CCCC1.O
HOMO level   -0.40233 hartree
HOMO-LUMO gap   0.436 Eh

b | Formula: C6H14O
Source: the Open Molecules 2025 dataset
Level of theory: ωB97M-V/def2-TZVPD

The geometry in XYZ format:
```
21
Properties=species:S:1:pos:R:3:lowdin_charge:R:1
C 3.0701 0.2939 -0.1320 -0.08
C 1.8005 1.1957 -1.0037 -0.18
C 0.5419 0.3710 -1.1907 -0.23
C -0.7528 0.5262 -0.4372 -0.18
C -1.0960 -0.8192 0.1770 -0.28
O -2.2851 -0.6783 0.8995 -0.19
C -2.6469 -1.8610 1.5484 -0.13
H 3.9362 0.9536 -0.2064 0.04
H 3.3272 -0.7164 -0.5395 0.07
H 2.8461 0.1478 0.9494 0.06
H 1.6625 2.0421 -0.3426 0.09
H 2.2402 1.3838 -1.9689 0.08
H 0.4645 -0.1797 -2.1339 0.12
H 1.2762 -0.1569 -0.5347 0.05
H -1.5957 0.8320 -1.0651 0.12
H -0.6548 1.2734 0.3583 0.12
H -1.2021 -1.5990 -0.6039 0.13
H -0.2739 -1.1486 0.8386 0.12
H -2.8082 -2.6952 0.8446 0.09
H -3.5747 -1.6470 2.0782 0.09
H -1.8818 -2.1737 2.2770 0.09
```

Results
SMILES   CCCCCOC
HOMO level   -0.32967 hartree
HOMO-LUMO gap   0.370 Eh

c | Formula: C6H14O
Source: the Open Molecules 2025 dataset
Level of theory: ωB97M-V/def2-TZVPD

The geometry in XYZ format:
```
21
Properties=species:S:1:pos:R:3:lowdin_charge:R:1
C 0.5231 0.7578 -3.2581 -0.07
C 0.4924 1.0362 -1.9576 -0.27
C -0.7096 0.8482 -1.0852 -0.24
C -0.5862 0.8112 0.4524 -0.17
C -0.1316 -0.4553 1.1919 -0.26
O -0.1716 -0.1494 2.5744 -0.20
C 0.2538 -1.2101 3.3933 -0.12
H -0.3003 0.2353 -3.7507 0.07
H 0.5732 -1.1945 -2.1705 0.06
H 1.3598 1.0463 -3.8803 0.05
H 1.2915 1.6018 -1.4802 0.11
H -1.0685 1.8494 -1.3860 0.12
H -1.4418 0.1240 -1.4711 0.11
H 0.1947 -1.4379 -1.5765 0.07
H -1.5715 1.0630 0.8646 0.12
H 0.0926 1.6145 0.7601 0.12
H -0.7948 -1.3138 0.9876 0.12
H 0.8905 -0.7520 0.9040 0.12
H -0.3799 -2.1036 3.2742 0.09
H 0.1884 -0.8744 4.4333 0.09
H 1.2958 -1.4967 3.1804 0.09
```

Results
SMILES   C=CCCCOC.[H][H]
HOMO level   -0.34153 hartree
HOMO-LUMO gap   0.383 Eh

Relative energies, unit kcal/mol: a 0.0; b 65.7; c 58.4

a | Formula: C6H14O
Source: the Open Molecules 2025 dataset
Level of theory: ωB97M-V/def2-TZVPD

The geometry in XYZ format:
```
21
Properties=species:S:1:pos:R:3:lowdin_charge:R:1
C 2.4623 -2.5321 -0.3030 -0.12
C 1.8596 -1.2994 0.3655 -0.28
C 0.6751 -0.7387 -0.4161 -0.24
C -0.0078 0.4383 0.2718 -0.19
C -1.1769 0.9611 -0.5420 -0.27
O -1.9347 1.8439 0.2458 -0.19
C -3.0870 2.2609 -0.4327 -0.13
H 3.3110 -2.9252 0.2670 0.07
H 2.8116 -2.2959 -1.3159 0.07
H 1.7164 -3.3319 -0.3881 0.07
H 1.5301 -1.5521 1.3823 0.11
H 2.6267 -0.5209 0.4759 0.11
H 1.0127 -0.4411 -1.4192 0.12
H -0.0643 -1.5377 -0.5708 0.12
H 0.7106 1.2483 0.4508 0.12
H -0.3836 0.1326 1.2558 0.12
H -0.8175 1.4718 -1.4536 0.13
H -1.8227 0.1258 -0.8811 0.13
H -2.8395 2.8368 -1.3392 0.09
H -3.6659 2.8909 0.2471 0.09
H -3.6902 1.3880 -0.7390 0.09
```

Results
SMILES   CCCCCOC
HOMO level   -0.36058 hartree
HOMO-LUMO gap   0.402 Eh

b | Formula: C6H14O
Source: the Open Molecules 2025 dataset
Level of theory: ωB97M-V/def2-TZVPD

The geometry in XYZ format:
```
21
Properties=species:S:1:pos:R:3:lowdin_charge:R:1
C 0.7166 -1.5597 -3.0225 -0.12
C 1.1831 -0.9316 -1.7124 -0.28
C 0.0545 -0.2268 -0.9630 -0.24
C 0.5121 0.3794 0.3686 -0.18
C -0.5780 1.1246 1.0614 -0.22
O -0.7281 0.9424 2.3376 -0.14
C -1.7159 1.4515 3.0514 -0.11
H 1.5360 -2.0717 -3.5388 0.07
H 0.3113 -0.7993 -3.7004 0.07
H -0.0771 -2.2935 -2.8423 0.07
H 1.6171 -1.7061 -1.0655 0.11
H 1.9893 -0.2134 -1.9129 0.11
H -0.3671 0.5647 -1.5992 0.12
H -0.7633 -0.9328 -0.7699 0.12
H 1.3694 1.0440 0.1774 0.12
H 0.8696 -0.4096 1.0402 0.12
H -1.0207 2.0204 0.6315 0.12
H -2.5357 0.4563 0.9887 0.08
H -2.1126 2.4177 2.7535 0.07
H -1.6672 1.1752 4.0941 0.06
H -2.8526 0.6036 1.7026 0.06
```

Results
HOMO level (alpha / beta)   -0.26826 / -0.26832 hartree
HOMO-LUMO gap (alpha / beta)   0.302 / 0.302 Eh

Relative energies, unit kcal/mol: a 0.0; b 87.9